# C12H50F9NO18

A cluster of 17 separate species, C12H50F9NO18 in total (wB97M-V/def2-TZVPD, OMol25).

Total charge   0
Lowest unoccupied orbital energy   -0.182 eV
Kohn-Sham gap   0.322 hartree

Geometry (Å):
C: -2.123 1.558 -4.390
O: -1.090 1.067 -3.461
C: -1.472 1.318 -2.058
C: -0.659 0.325 -0.986
C: 0.829 0.974 -0.661
C: 1.016 1.106 0.974
C: 2.601 1.553 1.266
C: 3.124 1.095 2.760
N: 3.098 -0.400 3.006
O: -0.596 -1.008 -1.610
C: -0.166 -2.049 -0.667
C: -1.326 -3.103 -0.198
F: -1.674 -4.051 -1.308
F: -0.726 -3.964 0.883
C: -2.726 -2.431 0.318
F: -3.693 -3.581 0.491
F: -3.392 -1.548 -0.711
C: -2.640 -1.720 1.809
F: -2.818 -2.838 2.808
F: -1.333 -1.097 2.115
C: -3.905 -0.679 2.106
F: -5.212 -1.193 1.570
F: -3.635 0.713 1.646
F: -4.068 -0.693 3.608
H: -1.720 1.646 -5.497
H: -3.030 0.784 -4.399
H: -2.573 2.573 -4.019
H: -2.620 1.144 -1.913
H: -1.246 2.444 -1.802
H: -1.284 0.367 0.005
H: 1.716 0.356 -1.164
H: 0.875 2.056 -1.143
H: 0.269 1.899 1.461
H: 0.870 0.095 1.551
H: 2.582 2.738 1.273
H: 3.321 1.107 0.440
H: 4.269 1.424 2.819
H: 2.492 1.627 3.600
H: 3.694 -0.671 3.843
H: 2.105 -0.632 3.258
H: 0.663 -2.696 -1.233
H: 0.391 -1.621 0.294
O: 1.376 -5.923 2.085
H: 0.801 -5.329 1.579
H: 1.823 -6.449 1.405
O: 2.926 -3.268 -0.969
H: 3.352 -2.896 -0.182
H: 3.590 -3.874 -1.330
O: -4.893 3.669 0.836
H: -4.373 2.852 0.860
H: -4.836 4.009 1.742
O: -5.113 -0.658 -4.890
H: -4.608 -1.354 -5.337
H: -5.654 -1.139 -4.246
O: 6.197 2.347 3.915
H: 6.758 2.890 3.341
H: 6.602 2.437 4.790
O: 0.542 4.168 -2.949
H: 0.422 4.852 -3.625
H: 0.232 3.357 -3.379
O: -7.201 2.555 -1.355
H: -6.559 2.867 -0.699
H: -8.049 2.592 -0.888
O: 4.145 -5.864 -1.939
H: 3.634 -6.646 -1.679
H: 4.980 -6.230 -2.268
O: 7.512 4.853 4.277
H: 8.137 5.414 4.760
H: 6.996 5.480 3.748
O: 7.924 2.791 6.666
H: 7.838 2.215 7.440
H: 8.712 3.322 6.856
O: 9.916 1.992 4.702
H: 9.519 1.316 4.133
H: 9.253 2.136 5.394
O: -3.798 -3.919 -3.537
H: -3.278 -4.736 -3.514
H: -3.741 -3.579 -2.631
O: 0.147 4.146 2.157
H: 0.773 4.707 2.640
H: -0.369 4.772 1.628
O: -2.174 2.340 -7.476
H: -2.749 2.934 -7.982
H: -1.727 1.814 -8.156
O: -8.153 0.059 -0.235
H: -7.592 0.602 -0.809
H: -7.748 0.149 0.641
O: -3.215 -6.864 -4.134
H: -2.709 -7.560 -4.580
H: -3.755 -7.345 -3.489

Löwdin analysis output, partial charges in e: C -0.11; O -0.25; C -0.15; C -0.25; C -0.12; C -0.20; C -0.19; C -0.29; N -0.07; O -0.13; C -0.07; C -0.14; F 0.01; F 0.00; C -0.07; F 0.01; F 0.03; C -0.08; F 0.03; F 0.04; C -0.11; F 0.05; F 0.04; F 0.03; H 0.08; H 0.10; H 0.10; H 0.13; H 0.13; H 0.13; H 0.14; H 0.12; H 0.11; H 0.07; H 0.11; H 0.12; H 0.10; H 0.11; H 0.08; H 0.05; H 0.15; H 0.15; O -0.06; H 0.00; H 0.03; O -0.07; H 0.05; H 0.00; O -0.05; H 0.02; H 0.05; O -0.07; H 0.04; H 0.04; O -0.08; H 0.02; H 0.00; O -0.07; H 0.04; H 0.02; O -0.06; H 0.02; H 0.05; O -0.05; H 0.05; H 0.05; O -0.06; H 0.05; H 0.05; O -0.05; H 0.07; H 0.06; O -0.07; H 0.04; H -0.02; O -0.07; H 0.00; H 0.01; O -0.07; H 0.04; H 0.05; O -0.07; H 0.05; H 0.05; O -0.07; H 0.00; H 0.03; O -0.05; H 0.05; H 0.05

# C12H50N24O13

A cluster of 13 separate species, C12H50N24O13 in total (wB97M-V/def2-TZVPD, OMol25).

Energy relative to the best compared isomer or geometry (same formula, charge and spin)   630.90 kJ/mol
Total charge   0
Lowest unoccupied orbital energy   -0.253 eV
Kohn-Sham gap   0.287 hartree

Geometry (Å):
C: 4.041 0.617 -2.189
O: 3.976 -0.248 -1.345
N: 4.748 1.734 -2.123
N: 3.465 0.527 -3.396
H: 4.798 2.325 -2.940
H: 5.140 2.070 -1.254
H: 2.989 -0.354 -3.530
H: 3.317 1.356 -3.953
C: -1.791 4.428 0.834
O: -1.008 4.694 -0.023
N: -1.739 3.340 1.530
N: -2.637 5.299 1.354
H: -2.409 3.310 2.284
H: -1.182 2.574 1.178
H: -2.692 6.220 0.943
H: -3.220 5.162 2.168
C: -0.196 -0.725 0.527
O: -1.189 -0.066 0.939
N: 0.517 -0.473 -0.546
N: 0.214 -1.867 1.058
H: 0.400 0.480 -0.860
H: 1.283 -1.083 -0.792
H: 1.033 -2.371 0.748
H: -0.219 -2.238 1.892
C: 1.369 2.973 -1.546
O: 0.616 2.053 -1.445
N: 1.525 3.517 -2.721
N: 2.073 3.430 -0.518
H: 2.194 4.268 -2.815
H: 0.907 3.201 -3.454
H: 2.818 4.074 -0.743
H: 1.830 2.990 0.358
C: -3.221 1.678 -1.817
O: -4.067 1.605 -2.636
N: -2.044 2.088 -2.121
N: -3.294 1.280 -0.558
H: -1.902 2.642 -2.954
H: -1.226 1.826 -1.590
H: -2.539 1.486 0.081
H: -4.278 1.190 -0.350
C: 2.593 -3.456 3.157
O: 3.275 -4.216 2.479
N: 1.481 -3.734 3.717
N: 3.082 -2.276 3.393
H: 1.090 -4.649 3.545
H: 1.068 -2.968 4.230
H: 3.943 -2.008 2.939
H: 2.567 -1.654 4.000
C: 2.012 -4.006 -1.978
O: 0.928 -3.447 -2.107
N: 2.258 -5.206 -2.453
N: 3.021 -3.353 -1.385
H: 1.495 -5.855 -2.584
H: 3.194 -5.587 -2.474
H: 2.881 -2.397 -1.092
H: 3.935 -3.716 -1.615
C: 0.073 2.082 -5.436
O: -0.363 3.168 -4.976
N: 0.628 1.122 -4.759
N: 0.096 1.785 -6.716
H: 0.718 1.184 -3.754
H: 0.821 0.202 -5.128
H: 0.391 0.920 -7.146
H: -0.621 2.290 -7.218
C: -3.190 -2.846 -1.218
O: -3.483 -3.749 -1.980
N: -3.949 -2.393 -0.314
N: -2.078 -2.276 -1.153
H: -3.837 -1.492 0.129
H: -4.832 -2.850 -0.132
H: -1.371 -2.404 -1.862
H: -1.817 -1.670 -0.389
C: 4.547 0.726 2.071
O: 4.739 0.709 3.251
N: 5.450 0.833 1.122
N: 3.405 0.708 1.543
H: 5.141 0.559 0.200
H: 6.333 0.455 1.434
H: 3.219 0.563 0.561
H: 2.620 0.844 2.164
C: -4.506 0.374 2.208
O: -4.898 -0.504 1.471
N: -5.312 1.271 2.795
N: -3.224 0.523 2.488
H: -4.928 1.888 3.496
H: -6.306 1.222 2.623
H: -2.568 -0.116 2.063
H: -2.979 1.432 2.855
C: -2.601 -2.724 4.005
O: -1.747 -1.948 4.403
N: -2.335 -3.398 2.954
N: -3.744 -3.052 4.537
H: -2.834 -4.263 2.802
H: -1.344 -3.329 2.774
H: -4.317 -3.692 4.007
H: -4.154 -2.531 5.299
O: -0.714 1.156 3.523
H: -0.375 2.009 3.251
H: -0.976 0.730 2.707

Löwdin analysis output, partial charges in e: C -0.72; O 0.02; N 0.18; N 0.17; H 0.11; H 0.10; H 0.11; H 0.10; C -0.79; O 0.07; N 0.17; N 0.16; H 0.10; H 0.09; H 0.12; H 0.10; C -0.66; O -0.06; N 0.22; N 0.22; H 0.05; H 0.08; H 0.11; H 0.08; C -0.75; O -0.02; N 0.21; N 0.20; H 0.12; H 0.06; H 0.11; H 0.11; C -0.82; O 0.07; N 0.19; N 0.18; H 0.11; H 0.05; H 0.05; H 0.11; C -0.83; O 0.00; N 0.19; N 0.18; H 0.13; H 0.11; H 0.11; H 0.11; C -0.73; O 0.01; N 0.17; N 0.17; H 0.12; H 0.11; H 0.06; H 0.11; C -0.71; O 0.00; N 0.18; N 0.16; H 0.08; H 0.12; H 0.11; H 0.12; C -0.85; O 0.01; N 0.18; N 0.20; H 0.06; H 0.12; H 0.11; H 0.07; C -0.85; O 0.06; N 0.17; N 0.18; H 0.05; H 0.12; H 0.08; H 0.12; C -0.74; O 0.02; N 0.16; N 0.17; H 0.10; H 0.11; H 0.06; H 0.07; C -0.81; O 0.02; N 0.18; N 0.19; H 0.12; H 0.08; H 0.11; H 0.12; O -0.05; H 0.02; H -0.04

# C12H5AuNO9

A structure of composition C12H5AuNO9 (wB97M-V/def2-TZVPD, OMol25).

Energy relative to the best compared isomer or geometry (same formula, charge and spin)   0.00 kJ/mol
Spin multiplicity   3
Total charge   +1
Lowest unoccupied orbital energy (alpha / beta)   -4.548 / -5.052 eV
Kohn-Sham gap (alpha / beta)   0.269 / 0.300 hartree
⟨S²⟩   2.02

Geometry (Å):
Au: -2.082 -0.302 0.594
O: 1.848 0.813 -1.029
C: 0.741 0.597 -0.387
O: -0.362 0.484 -0.904
C: 0.938 0.488 1.106
C: 2.150 0.723 1.739
C: 2.197 0.570 3.116
C: 1.056 0.185 3.808
C: -0.113 -0.027 3.091
N: -0.142 0.131 1.777
C: -1.445 -0.470 3.671
O: -1.562 -0.572 4.981
O: -2.388 -0.737 2.965
H: 1.701 0.778 -2.013
H: 3.020 1.011 1.169
H: 3.121 0.740 3.651
H: 1.111 0.050 4.880
H: -0.767 -0.308 5.461
O: 1.030 0.820 -3.630
C: 0.062 0.113 -3.799
C: -1.158 0.619 -4.541
O: -1.169 1.153 -5.658
C: -2.325 0.510 -3.762
C: -1.081 -2.073 -3.673
O: -1.947 -2.772 -3.892
C: -0.006 -1.257 -3.234
O: 0.799 -1.763 -2.429
O: -3.226 0.497 -3.057

Löwdin analysis output, partial charges in e: Au 0.83; O 0.18; C -0.44; O 0.02; C -0.14; C 0.06; C 0.01; C 0.04; C -0.15; N 0.09; C -0.43; O 0.19; O 0.06; H 0.11; H 0.14; H 0.13; H 0.13; H 0.12; O 0.15; C -0.27; C -0.34; O 0.14; C 0.00; C 0.04; O 0.32; C -0.35; O 0.12; O 0.27

Short version: F_max = 5.7, 8.8, 0.3 eV Å⁻¹, in the order given.